Entry 1:
The following is a DFT calculation (ωB97M-V with the def2-TZVPD basis set) of a molecular structure, C28H31AsIN4O9PtS3.

Summary:
- HOMO-LUMO gap (alpha / beta): 7.6 / 7.1 eV
- Lowest unoccupied orbital energy (alpha / beta): 2.08 / 1.20 eV
- Net charge: -1
- 2S+1: 3

```
78
Properties=species:S:1:pos:R:3:forces:R:3
H -5.148126 0.534836 0.823454 0.01 -0.02 -0.02
O 1.681073 -3.174298 2.091394 0.09 0.32 -0.05
C -0.586274 0.746753 -3.871549 -0.05 0.30 -0.13
C 3.374636 2.957578 2.119737 -0.15 -0.20 -0.10
C -3.015330 -4.349950 -1.077577 0.09 0.18 -0.01
C 1.016984 -0.209548 3.351918 0.09 -0.10 0.04
O -2.081098 2.823002 -3.895843 -0.03 0.03 0.17
H -0.960241 1.315029 0.785593 0.08 -0.05 0.16
H 2.720583 1.044089 -4.519079 0.02 -0.06 -0.02
H -3.495234 -3.417340 -0.779421 -0.04 0.08 0.03
C 3.906465 1.944942 1.108838 0.07 0.23 0.05
H -1.262043 3.137329 2.413405 0.02 0.03 -0.03
C 0.101535 -0.904395 -5.470407 0.08 0.00 0.03
H 3.856727 3.912340 1.902788 0.08 -0.01 0.07
H 3.575553 2.208763 0.103597 0.05 -0.02 0.01
C -0.894816 -0.318167 -4.704951 -0.03 0.06 -0.07
H -0.713849 3.754409 -3.267895 0.03 0.11 -0.01
H -3.727816 -5.170044 -0.980219 0.03 0.02 0.04
H 2.216453 -2.047266 0.059042 0.07 0.15 0.21
C -4.496947 2.175183 2.049953 -0.10 0.05 -0.05
H -2.163148 -5.164141 -2.898043 -0.08 0.01 -0.01
N 2.448936 -1.465098 0.871029 -0.23 -0.18 -0.61
C -3.031155 0.764404 0.751415 0.07 -0.11 -0.06
C 2.813666 -1.428216 4.404509 0.05 0.03 -0.15
S 3.238979 0.004886 -1.170249 -0.08 -0.24 0.35
H -5.491583 2.452397 2.370175 -0.01 -0.02 0.04
H 1.531944 3.934757 2.694440 -0.07 -0.04 0.04
C 1.716235 0.640879 -4.582558 0.08 0.11 0.16
O -3.093913 0.717529 -3.176171 0.17 -0.08 0.04
H 5.001438 1.938160 1.125675 -0.04 -0.02 -0.09
C 2.023290 -1.169814 3.291418 -0.37 -0.04 0.13
H -2.056654 -4.373790 0.851037 0.02 0.00 -0.04
H 0.030289 1.252334 4.558340 0.00 0.04 0.00
H 3.666983 2.656102 3.133371 0.07 0.09 0.01
C 2.990067 -0.247358 0.466895 0.83 0.18 -0.31
C -0.648694 -3.010050 -1.650716 0.44 0.05 -0.74
C -2.115323 2.567940 2.070768 0.08 -0.04 -0.01
C 0.824215 0.518541 4.513739 -0.07 0.03 0.01
Pt 0.017677 0.331163 -1.260851 0.24 -0.69 0.93
H 2.182161 -0.895388 -6.000134 0.00 0.00 -0.01
N -1.528797 -3.205154 -2.629527 -0.33 -0.02 0.41
H 3.240807 -0.880384 6.427131 0.02 0.02 0.01
C -2.567946 -4.215325 -2.524874 -0.08 -0.14 0.02
S -1.967608 1.613877 -3.087504 -0.99 0.02 -0.90
H 3.292005 0.366536 2.373589 -0.01 0.03 -0.03
N -0.675600 -3.768838 -0.574164 -0.08 -0.12 0.53
H -1.499231 -5.653854 -0.230799 -0.01 0.05 -0.02
C -4.308315 1.117691 1.174230 0.10 -0.01 0.05
C 2.064015 -2.010758 2.058642 -0.09 -0.52 0.13
H 1.483675 0.852150 6.525442 0.02 0.03 0.00
O -3.876703 -1.232492 -0.150568 0.11 -0.06 -0.09
H -1.615380 -2.458007 -3.299610 0.16 0.03 -0.03
C -3.391967 2.870903 2.505257 0.00 0.28 0.32
C 2.625855 -0.683312 5.558890 0.06 -0.04 0.05
C -2.886270 -0.504767 -0.075225 -0.07 -0.12 0.07
H 3.567262 -2.204034 4.360523 0.00 -0.01 0.01
O -1.578638 1.950075 -1.699512 0.32 -0.37 -0.33
C 1.859801 3.125627 2.039814 0.16 0.05 -0.01
I -3.638693 4.405449 3.939625 0.00 -0.18 -0.23
H -0.138535 -1.732071 -6.125546 -0.01 -0.03 0.00
O 2.745900 3.248163 -2.815700 0.29 -0.20 -0.36
C -1.946240 1.519072 1.179628 -0.09 -0.01 -0.04
S 0.702479 -1.975371 -1.985970 0.08 0.39 0.48
As 1.223551 2.717051 -2.628540 1.03 0.82 -0.06
C 1.637705 0.289714 5.614172 -0.04 -0.03 0.00
H 1.357511 2.206205 2.340810 -0.08 0.05 -0.02
H 0.041957 -3.624337 0.131944 -0.09 0.15 -0.34
C -1.808573 -4.603861 -0.186799 -0.14 -0.25 0.08
N 3.417905 0.603123 1.401155 -0.35 0.05 0.02
H 0.381175 -0.068092 2.487487 -0.08 0.13 -0.05
H -1.925339 -0.648483 -4.751374 -0.01 0.01 -0.04
O 0.187720 4.050605 -3.013068 -0.26 -0.05 0.06
H -3.404189 -3.927317 -3.159070 0.04 0.03 -0.02
H 1.557185 3.350373 1.018271 -0.06 -0.01 -0.04
C 0.727369 1.235510 -3.810937 -0.45 0.24 0.19
O -1.740459 -0.836894 -0.562478 0.25 0.34 0.13
C 1.405633 -0.431944 -5.405337 -0.04 0.01 -0.02
O 1.025320 2.154679 -1.026851 -0.76 -0.71 0.07
```
Positions in Å, forces in eV/Å.

***

Entry 2:
The following is a DFT calculation (ωB97M-V with the def2-TZVPD basis set) of a molecular structure, C28H31BaFN6S3.

Summary:
- HOMO-LUMO gap: 7.0 eV
- Lowest unoccupied orbital energy: -0.03 eV

```
70
Properties=species:S:1:pos:R:3:forces:R:3
H -2.481062 -2.164440 3.458292 0.04 0.04 -0.01
C -0.915568 0.796763 3.867007 -0.03 -0.02 0.00
H -0.715821 -4.671438 1.149093 -0.01 0.04 0.04
S 0.373200 3.840847 -5.050022 0.00 -0.06 -0.10
C 0.317657 4.930753 -3.694478 0.02 -0.06 -0.08
H 4.650600 -0.982530 -1.251781 -0.04 0.00 0.03
C 1.814189 2.206671 3.573695 -0.01 0.01 0.03
C -2.147602 -4.221756 -2.818356 0.10 0.09 -0.04
C -0.056393 3.293665 2.284469 0.02 0.00 0.05
H 0.245546 6.887019 -4.597930 0.00 -0.03 0.05
C 0.264811 6.319336 -3.675167 0.00 0.02 -0.01
H -3.288054 -2.750915 1.341938 0.03 -0.01 -0.05
H 0.275812 -3.749748 2.292368 -0.04 0.00 -0.03
S 0.509189 0.857642 -4.564952 0.21 0.17 -0.73
C -0.175679 -0.264288 1.825722 0.10 -0.14 -0.01
H -0.874006 1.629710 4.562143 0.00 -0.03 -0.03
S -2.865057 -0.404565 -2.939281 -0.10 -0.17 0.07
H -2.366788 -0.272815 5.034361 0.01 0.00 -0.03
N 0.379350 2.801084 -2.689444 0.35 1.63 -0.66
H 0.247356 6.742090 -0.309786 0.00 -0.02 -0.03
C 2.538950 -1.117025 1.976212 0.02 0.00 0.03
H 1.333080 2.417571 4.533520 0.03 -0.01 -0.05
C 1.907221 -0.668549 0.792198 -0.10 -0.05 0.09
C 0.236129 6.961272 -2.447281 0.00 -0.04 -0.03
H 0.192525 8.042638 -2.408513 0.00 -0.04 0.00
C -0.121105 0.819437 2.724996 -0.07 0.02 0.02
Ba -0.003665 0.598255 -1.672019 -2.40 -0.82 0.64
C -0.722101 -3.835496 1.856948 0.00 -0.04 0.01
C -1.038450 -1.346395 2.095308 -0.01 0.06 0.03
C -1.759023 -0.269846 4.137552 0.03 0.01 -0.03
H 5.714614 -1.739340 0.898756 -0.02 0.00 0.01
H 0.119736 -3.177424 -2.147668 0.08 0.04 0.09
N 0.611606 -0.266479 0.650329 0.53 -0.23 0.43
N -3.802538 -2.952089 -3.002564 -0.43 -0.14 -0.07
C 0.773783 2.018296 2.466463 -0.01 0.02 0.04
C 3.876203 -1.492073 2.004611 -0.05 0.02 -0.02
H -0.797023 3.181404 1.487869 0.02 -0.01 0.02
C 0.339983 4.185410 -2.512640 -0.04 -0.25 -0.11
H -2.790338 -1.780033 -0.044072 0.01 0.00 0.03
H 2.429078 1.312058 3.689553 -0.03 0.04 -0.01
N -3.431101 -4.271431 -2.953642 0.00 0.34 0.07
H -1.420369 -4.091972 2.658813 0.04 0.02 -0.03
H 1.947641 -1.158649 2.883123 0.02 -0.01 0.00
H -4.769051 -2.697351 -3.109052 -0.01 -0.03 0.00
H -0.599935 3.538551 3.201107 0.02 0.00 -0.05
H 1.313557 1.828472 1.539051 0.02 -0.02 -0.05
H 0.586821 4.145283 2.043008 -0.02 -0.05 0.02
C 4.091058 -1.035073 -0.325479 0.08 -0.03 -0.05
C -2.534121 -2.657746 0.555121 -0.01 -0.03 0.03
H 4.305301 -1.820711 2.943882 -0.02 0.01 -0.01
C -1.237756 -5.388063 -2.690143 -0.03 0.05 -0.01
H -1.840174 -6.292233 -2.666766 0.00 0.01 -0.01
C 0.319175 4.841170 -1.284894 -0.01 0.03 0.07
C 0.265650 6.224656 -1.261100 0.00 -0.05 -0.01
H 0.348073 4.268663 -0.364791 0.00 0.04 -0.03
H -0.658130 -5.336492 -1.765663 -0.02 0.00 0.00
H 2.475197 3.045893 3.339966 -0.03 -0.04 0.01
C 0.421447 2.456212 -3.970014 0.02 0.29 0.21
C -1.130371 -2.536527 1.157882 -0.05 -0.01 0.05
H -0.421972 -2.353804 0.350516 0.06 0.03 -0.07
C 4.672428 -1.454182 0.867258 -0.02 -0.01 0.07
H -0.544497 -5.446716 -3.531119 -0.01 0.03 0.02
C 2.773338 -0.678694 -0.316691 0.02 -0.05 0.09
H -0.005102 -2.256877 -3.525288 0.02 -0.09 -0.06
N -0.411732 -2.454565 -2.614538 -0.15 0.25 -0.05
N -1.723836 -2.906432 -2.778280 0.51 -0.15 0.04
F 2.207492 -0.274985 -1.535812 1.38 -0.56 0.13
C -2.797268 -2.072957 -2.892970 -0.01 -0.07 0.05
H -2.615038 -3.547313 -0.079582 0.01 0.02 0.02
C -1.817039 -1.330825 3.248677 -0.03 0.06 -0.01
```
Positions in Å, forces in eV/Å.

***

Entry 3:
The following is a DFT calculation (ωB97M-V with the def2-TZVPD basis set) of a molecular structure, C28H31BiN4O2S.

Summary:
- HOMO-LUMO gap: 6.8 eV
- Lowest unoccupied orbital energy: 0.07 eV

```
67
Properties=species:S:1:pos:R:3:forces:R:3
C 1.058969 -1.926933 1.194195 -0.31 -0.06 0.29
H -0.546662 3.015286 -2.220958 0.11 -0.02 -0.06
H 3.276561 1.586326 1.801127 -0.06 -0.11 -0.04
H -6.079565 -3.449621 1.172068 0.04 0.04 0.01
H 0.492097 1.429053 0.928957 -0.02 0.00 -0.07
C -4.842092 -1.743749 0.782250 0.04 0.07 0.06
H -2.753680 3.823718 -3.858432 0.09 0.05 0.07
C 1.208414 4.254394 -2.041032 -0.12 0.00 0.02
H 3.694095 -0.130323 1.993936 -0.04 0.07 -0.04
C 0.550773 1.355639 2.013503 0.05 -0.12 0.10
N -2.651196 -2.183708 -0.051021 0.10 -0.14 0.03
C -3.192945 2.583581 0.472747 -0.14 0.14 0.09
H 1.836385 0.523356 3.479351 -0.01 -0.04 0.07
C -3.584356 -1.313405 0.354035 0.13 0.06 -0.13
H 1.111326 -1.165622 4.519930 -0.03 -0.04 -0.09
H 1.259341 -5.324052 0.584954 -0.03 -0.05 0.04
C -1.135301 4.950751 -3.845298 -0.11 -0.03 0.21
C -2.025354 2.080902 -0.003681 0.28 -0.22 0.06
C 3.229888 3.008268 -1.743569 0.04 0.03 -0.03
S -4.307039 1.345712 0.838937 -0.09 -0.12 -0.06
C 1.184050 -1.143076 2.384595 0.08 -0.03 -0.20
H -5.590593 -1.017372 1.069584 -0.01 -0.03 0.02
H -4.278082 -5.066762 0.549797 0.03 0.04 -0.01
H -2.107181 -4.162320 -0.235544 0.06 0.02 -0.09
C -2.911064 -3.494412 0.044808 0.14 0.40 -0.06
H -1.180104 2.717704 -0.248422 -0.22 -0.14 0.08
C 1.114929 -3.352263 1.330839 0.02 0.04 -0.14
C 0.540095 5.599560 -2.057392 0.01 0.19 -0.06
H 0.058175 -4.055245 -1.335204 -0.14 0.00 0.03
H 3.116743 5.160388 -1.722966 -0.02 -0.02 0.01
C 1.614023 0.329200 2.428460 -0.19 -0.07 -0.29
H 1.639528 -3.399009 -1.720864 0.00 0.08 -0.04
N -0.504392 5.831907 -2.921434 0.15 -0.13 0.20
C 1.047005 -1.774191 3.620681 0.01 -0.01 -0.02
C -5.108874 -3.097246 0.844203 -0.10 0.08 0.02
C 2.581092 4.225233 -1.826958 0.13 0.06 0.01
C 0.533445 3.043113 -2.112526 0.17 -0.20 -0.11
C 3.117585 -4.323500 0.244836 -0.01 -0.01 0.02
H -0.926105 6.734873 -2.785259 -0.04 0.12 0.06
O -2.195604 4.249196 -3.194908 0.06 0.02 -0.10
H 2.759083 0.392913 0.586978 -0.01 -0.02 -0.01
N 0.903957 -1.440777 -0.091355 0.81 -0.11 0.19
H 0.694249 -3.598644 4.709451 0.06 0.03 -0.07
H -0.398465 4.261772 -4.248786 0.11 -0.16 -0.04
C 1.128244 -4.221252 -1.228344 -0.11 0.03 0.21
O 0.955381 6.492155 -1.340404 -0.13 -0.21 -0.17
H -0.438226 1.081628 2.389345 0.07 0.05 -0.04
C 0.949919 -3.914746 2.593203 0.04 -0.03 -0.03
C -3.201934 0.111550 0.315308 0.03 0.12 0.08
H 3.524691 -5.053586 -0.466755 -0.06 0.11 0.10
N 1.155121 1.859409 -2.027979 -0.10 0.19 0.16
C -4.118628 -3.998280 0.489649 0.04 -0.08 -0.02
H 0.944420 -4.998974 2.684309 -0.03 0.08 -0.04
C 2.478745 1.848767 -1.859645 -0.22 -0.09 -0.02
Bi -0.435755 -0.591273 -1.226765 -0.41 -0.08 0.07
C -2.002584 0.646734 -0.079650 -0.09 0.07 -0.15
C 0.852802 -3.140506 3.739350 0.00 0.04 -0.03
H 3.471732 -3.325523 -0.039268 -0.03 -0.13 0.03
H 1.379343 -5.150813 -1.752681 -0.01 0.09 0.07
C 1.577541 -4.339489 0.235151 0.11 0.33 0.00
H 3.503355 -4.553311 1.240429 0.01 0.03 -0.06
H 4.298445 2.953588 -1.580223 -0.05 -0.01 -0.02
H -3.460763 3.620841 0.641091 0.09 -0.19 -0.02
H 2.947914 0.869375 -1.805548 -0.08 0.07 0.05
H -1.532900 5.551903 -4.657724 -0.06 0.08 -0.16
H 0.802581 2.350816 2.399594 0.01 -0.12 -0.05
C 2.917406 0.560371 1.652943 -0.02 -0.03 0.12
```
Positions in Å, forces in eV/Å.

***

These records have energy above the lowest of the compared OMol25 structures with the same formula, charge and spin values of 54.9; 102.8; 40.8 kJ/mol, in the order they appear.
These records have energy values of -158621.801; -74399.461; -56267.579 eV, in the order they appear.